21
Properties=species:S:1:pos:R:3:forces:R:3:lowdin_charge:R:1 method="wB97M-V/def2-TZVPD" gap_ev=9.409 lumo_ev=-6.80 charge=+2 e_above_lowest_kj_mol=127.0
H -0.021 -0.079 2.858 0.4 0.7 0.3 0.083
P -0.368 1.798 0.933 -1.7 0.2 -0.3 0.851
H 3.213 -2.061 -1.560 -1.4 0.2 0.4 0.183
N 1.309 -1.423 -1.430 -0.9 0.0 -0.3 0.079
N 1.196 2.070 0.569 1.4 -1.9 -0.6 -0.182
N -0.601 0.401 0.088 0.1 -0.7 -0.8 -0.401
C 0.430 -0.772 -1.803 0.7 0.4 -1.1 -0.126
H 2.261 -2.802 -0.349 -0.8 -1.0 1.2 0.120
N -0.582 0.780 2.903 0.4 -1.2 -0.7 -0.016
H 1.794 1.363 0.071 -1.0 0.8 0.7 0.080
H -1.961 -1.213 -0.065 0.5 0.9 0.5 0.176
N -1.924 -0.167 -0.095 -1.7 0.7 -0.5 0.035
H -0.197 1.497 3.475 0.7 0.3 1.0 0.053
H 1.792 2.710 1.080 -0.4 0.3 0.0 0.068
H -2.673 0.189 0.553 0.7 -0.4 -0.3 0.169
H -1.416 0.451 3.358 -0.9 0.3 0.1 0.074
H -0.955 0.596 -2.527 1.5 -1.4 -0.3 0.155
N 2.306 -2.112 -1.039 2.9 0.6 -1.3 0.147
N -0.398 -0.289 -2.715 -0.4 2.7 2.4 0.189
H -2.342 0.015 -1.063 0.7 0.1 1.4 0.161
H -0.862 -0.952 -3.242 -1.0 -1.6 -1.7 0.104